2 unconnected molecules or ions with the total composition CHN2O4 at a distorted geometry. Source: OMol25; level of theory: ωB97M-V/def2-TZVPD.

For the lowest unoccupied orbital energy, the calculation gives 3.73 eV. The calculation puts the energy above the lowest of the compared OMol25 structures with the same formula, charge and spin at 1.4 kcal per mole. Its total energy is -12222.4662 eV. Its max |F| is 1.73 eV/Å. The orbital gap is 7.96 eV.

Structure (ORCA input):
```
! wB97M-V def2-TZVPD RIJCOSX def2/J DEFGRID3
* xyz -1 1
C 0.832 -0.830 -1.991
N -1.104 0.599 1.983
N -0.493 0.323 0.899
O 1.359 -1.677 -1.429
O -1.012 -0.487 0.103
O 0.331 -0.054 -2.669
O 0.617 0.843 0.609
H -0.531 1.282 2.495
*
```